Version w
A gas-phase ion, C5H10N (charge +1), computed with wB97M-V/def2-TZVPD.

HOMO-LUMO gap: 10.036 eV
E_HOMO: -13.628 eV
SMILES: C[C@H]([NH3+])C1C=C1
M: 84.14 g/mol
charge: +1

Each line ends with the natural charge from an NBO analysis.
Atoms and positions in Å:
C (0.781, 1.035, -0.373)  -0.621
C (0.315, -0.068, 0.493)  -0.074
N (1.100, -1.280, 0.205)  -0.628
C (-1.208, -0.210, 0.495)  -0.259
C (-2.079, 0.920, 0.164)  -0.150
C (-2.110, -0.089, -0.654)  -0.164
H (0.680, 0.905, -1.389)  0.228
H (1.861, 1.088, -0.355)  0.217
H (0.320, 1.866, -0.052)  0.245
H (0.523, 0.110, 1.486)  0.212
H (0.627, -2.106, 0.393)  0.438
H (1.941, -1.186, 0.731)  0.440
H (1.377, -1.357, -0.722)  0.427
H (-1.520, -1.021, 1.393)  0.171
H (-2.414, 1.889, 0.415)  0.253
H (-2.616, -0.468, -1.574)  0.264

***

Version x
A gas-phase ion, C5H10N (charge +1), computed with wB97M-V/def2-TZVPD.

HOMO-LUMO gap: 10.119 eV
E_HOMO: -13.855 eV
SMILES: C[C@]12C[C@H]1[C@@H]2[NH3+]
M: 84.14 g/mol
charge: +1

Each line ends with the natural charge from an NBO analysis.
Atoms and positions in Å:
C (0.897, -1.399, -0.582)  -0.641
C (0.055, -0.175, -0.595)  -0.023
C (-0.411, 0.807, -1.662)  -0.368
C (-0.011, 1.297, -0.268)  -0.221
C (-0.832, 0.321, 0.469)  -0.062
N (-0.296, 0.126, 1.889)  -0.692
H (0.765, -1.992, -1.565)  0.268
H (0.652, -2.076, 0.337)  0.214
H (1.904, -1.233, -0.695)  0.241
H (-1.425, 0.658, -2.088)  0.229
H (0.308, 0.826, -2.541)  0.246
H (0.654, 1.984, 0.096)  0.234
H (-1.887, 0.371, 0.440)  0.222
H (0.250, 1.008, 2.040)  0.447
H (0.343, -0.642, 2.025)  0.445
H (-0.966, 0.119, 2.699)  0.461

***

What are the relative energies? In hartree: version w 0.0149; version x 0.0000.

***

Version w
2 unconnected molecules or ions with the total composition C5H10N, computed with wB97M-V/def2-TZVPD.

HOMO-LUMO gap: 9.511 eV
E_HOMO: -14.534 eV
M: 84.14 g/mol
charge: +1

Each line ends with the natural charge from an NBO analysis.
Atoms and positions in Å:
C (0.630, 0.329, -0.476)  0.123
C (-0.563, -0.088, -0.378)  0.098
C (1.895, 0.916, -0.885)  -0.683
C (-2.876, 0.370, -0.941)  -0.242
C (0.600, -0.796, 1.790)  -0.448
N (0.349, -0.942, 0.338)  -0.422
H (2.536, 0.037, -1.426)  0.271
H (2.378, 1.440, -0.036)  0.272
H (1.479, 1.542, -1.690)  0.275
H (-3.274, 0.106, 0.054)  0.220
H (-3.081, -0.335, -1.709)  0.207
H (-2.863, 1.433, -1.233)  0.223
H (1.579, -0.387, 1.956)  0.218
H (-0.136, -0.043, 2.286)  0.240
H (0.714, -1.743, 2.310)  0.241
H (0.632, -1.840, 0.040)  0.407

***

Version x
A gas-phase ion, C5H10N (charge +1), computed with wB97M-V/def2-TZVPD.

HOMO-LUMO gap: 6.861 eV
E_HOMO: -14.397 eV
SMILES: C=[NH+]/C=C\CC
M: 84.14 g/mol
charge: +1

Each line ends with the natural charge from an NBO analysis.
Atoms and positions in Å:
C (1.622, 0.148, 0.916)  -0.082
N (1.557, -0.253, -0.500)  -0.398
C (0.689, 0.212, -1.479)  -0.064
C (-0.647, 0.285, -1.211)  0.003
C (-1.218, -0.577, -0.117)  -0.477
C (-1.502, 0.223, 1.204)  -0.577
H (2.005, 1.171, 0.849)  0.266
H (2.409, -0.529, 1.348)  0.225
H (2.353, -0.636, -1.019)  0.442
H (1.086, 0.442, -2.474)  0.261
H (-1.398, 0.615, -1.931)  0.249
H (-2.090, -1.233, -0.366)  0.270
H (-0.359, -1.158, 0.204)  0.209
H (-1.501, -0.290, 2.175)  0.241
H (-2.458, 0.798, 1.137)  0.236
H (-0.547, 0.782, 1.261)  0.196

***

Version y
A gas-phase ion, C5H10N (charge +1), computed with wB97M-V/def2-TZVPD.

HOMO-LUMO gap: 11.554 eV
E_HOMO: -16.384 eV
SMILES: C=[N+]1[C@H](C)[C@@H]1C
M: 84.14 g/mol
charge: +1

Each line ends with the natural charge from an NBO analysis.
Atoms and positions in Å:
C (2.196, 0.073, 0.252)  0.123
N (1.089, -0.001, -0.279)  -0.214
C (0.013, 0.698, -0.799)  -0.052
C (-0.679, 1.655, 0.220)  -0.612
C (0.038, -0.780, -0.736)  -0.044
C (-0.912, -1.687, 0.098)  -0.608
H (2.614, 1.102, 0.371)  0.235
H (2.670, -0.816, 0.631)  0.234
H (0.028, 1.216, -1.702)  0.252
H (-0.556, 1.300, 1.159)  0.214
H (-1.725, 1.802, 0.101)  0.253
H (-0.169, 2.658, 0.172)  0.240
H (0.224, -1.354, -1.590)  0.247
H (-0.594, -1.426, 1.156)  0.225
H (-0.434, -2.658, -0.125)  0.245
H (-1.886, -1.352, -0.272)  0.262

***

What are the relative energies? In hartree: version w 0.1216; version x 0.0823; version y 0.0000.

***

Version w
C3H3FP2 in the gas phase, computed with wB97M-V/def2-TZVPD.

HOMO-LUMO gap (alpha / beta): 7.794 / 6.994 eV
E_HOMO (alpha / beta): -8.777 / -8.129 eV
M: 120.00 g/mol
charge: 0

Each line ends with the natural charge from an NBO analysis.
Atoms and positions in Å:
C (1.352, 0.870, 0.254)  -0.813
C (0.195, -1.761, -0.037)  -1.066
C (2.598, 0.589, 0.107)  0.499
F (3.580, 1.446, -0.040)  -0.307
P (1.516, -2.717, 0.004)  0.531
P (-0.020, -0.059, 0.707)  0.678
H (0.789, 1.888, 0.010)  0.266
H (-0.906, -2.088, -0.196)  0.258
H (-0.914, 0.250, -0.251)  -0.047

***

Version x
C3H3FP2 in the gas phase, computed with wB97M-V/def2-TZVPD.

HOMO-LUMO gap (alpha / beta): 6.945 / 6.872 eV
E_HOMO (alpha / beta): -8.146 / -8.108 eV
SMILES: FC1=PCP=C1
M: 120.00 g/mol
charge: 0

Each line ends with the natural charge from an NBO analysis.
Atoms and positions in Å:
F (-0.981, -2.053, -1.260)  -0.335
C (-0.488, -1.061, -0.474)  0.072
P (1.087, -1.145, 0.358)  0.569
C (1.081, 0.636, 0.651)  -1.082
P (-0.662, 1.483, 0.434)  0.642
C (-1.210, 0.091, -0.456)  -0.643
H (1.837, 1.127, 0.074)  0.280
H (1.362, 0.919, 1.738)  0.264
H (-2.025, 0.002, -1.065)  0.235

***

Version y
2 unconnected molecules or ions with the total composition C3H3FP2, computed with wB97M-V/def2-TZVPD.

HOMO-LUMO gap: 8.077 eV
E_HOMO: -8.896 eV
M: 120.00 g/mol
charge: 0

Each line ends with the natural charge from an NBO analysis.
Atoms and positions in Å:
C (-1.870, 0.031, -1.899)  -0.415
C (-2.374, -0.808, -1.176)  0.424
C (1.760, 0.038, 1.475)  -0.964
F (-2.746, -1.527, -0.230)  -0.249
P (2.024, 1.785, 0.935)  0.270
P (0.959, 0.443, -0.173)  0.258
H (-1.424, 0.652, -2.618)  0.243
H (2.603, -0.598, 1.408)  0.217
H (1.069, -0.017, 2.278)  0.216

***

What are the relative energies? In hartree: version w 0.1428; version x 0.0000; version y 0.0901.

***

Version w
A molecular structure, C3H5NS3, computed with wB97M-V/def2-TZVPD.

HOMO-LUMO gap: 7.572 eV
E_HOMO: -8.741 eV
M: 151.28 g/mol
charge: 0

Each line ends with the natural charge from an NBO analysis.
Atoms and positions in Å:
C (2.588, -0.041, 0.167)  -0.801
C (-1.047, -0.964, -0.247)  0.015
C (-2.129, 0.064, -0.261)  -0.360
H (2.805, -0.555, 1.162)  0.227
H (2.997, -0.790, -0.580)  0.240
H (3.291, 0.853, 0.133)  0.234
H (-1.532, -1.925, -0.372)  0.199
H (-2.904, 2.239, -0.003)  0.164
N (0.190, -0.925, -0.137)  -0.476
S (0.966, 0.628, 0.014)  0.418
S (-1.587, 1.730, -0.075)  0.088
S (-3.637, -0.316, 0.199)  0.052

***

Version x
A molecular structure, C3H5NS3, computed with wB97M-V/def2-TZVPD.

HOMO-LUMO gap: 7.383 eV
E_HOMO: -8.972 eV
M: 151.28 g/mol
charge: 0

Each line ends with the natural charge from an NBO analysis.
Atoms and positions in Å:
C (0.397, -0.914, 0.710)  -0.510
C (-0.605, 0.222, 0.157)  0.140
C (-1.912, -0.308, -0.093)  -0.305
H (2.480, -0.615, -0.692)  0.158
H (1.134, -0.636, 1.243)  0.197
H (-0.142, -1.582, 1.423)  0.225
H (-1.841, -1.332, 0.123)  0.188
H (1.356, 3.289, -0.824)  0.151
N (-0.141, 1.403, -0.329)  -0.502
S (1.163, -1.826, -0.803)  -0.078
S (-3.357, 0.351, -0.552)  0.108
S (1.469, 1.948, -0.364)  0.228

***

What are the relative energies? In hartree: version w 0.0000; version x 0.0924.